[1]
A single C4H8N2 molecule at a distorted geometry, computed with wB97M-V/def2-TZVPD.

CARTESIAN COORDINATES (ANGSTROEM)
C1 2.85 0.34 0.07
C2 1.97 -0.39 -0.86
C3 0.60 -0.52 -0.31
N1 -0.66 -0.63 0.21
N2 -1.68 0.23 -0.07
C4 -2.97 -0.08 0.46
H1 2.19 0.46 1.06
H2 3.23 1.39 -0.25
H3 3.74 -0.20 0.15
H4 2.31 -1.04 -1.73
H5 -1.54 0.96 -0.65
H6 -3.29 0.52 1.39
H7 -3.87 0.10 -0.31
H8 -2.88 -1.14 0.83

Output
ΔE to the lowest compared entry with this formula, charge and spin, kJ/mol: 475.7
LUMO level, eV: 1.013
Structure (SMILES): CC=C=NNC
Strongest force on any atom, eV/A: 6.829
Frontier orbital gap, Eh: 0.337
HOMO energy, eV: -8.15

[2]
2 unconnected molecules or ions with the total composition CH3FNO2S at a distorted geometry, computed with wB97M-V/def2-TZVPD.

CARTESIAN COORDINATES (ANGSTROEM)
C1 2.76 0.56 0.58
N1 -1.35 0.06 -0.68
O1 1.37 -1.74 0.89
O2 1.99 -1.09 -1.34
F1 2.96 1.66 -0.15
S1 1.59 -0.64 -0.05
H1 2.42 0.92 1.68
H2 -0.92 -0.70 -1.18
H3 -1.06 0.01 0.28

Output
ΔE to the lowest compared entry with this formula, charge and spin, kJ/mol: 0.0
Net charge: -1
LUMO level (alpha / beta), eV: 4.201 / 2.828
Strongest force on any atom, eV/A: 3.776
Frontier orbital gap (alpha / beta), Eh: 0.250 / 0.237
HOMO energy (alpha / beta), eV: -2.60 / -3.63
<S²>: 2.0134
2S+1: 3

[3]
A molecular structure, C10H28AlClI2OP2 at a distorted geometry, computed with wB97M-V/def2-TZVPD.

CARTESIAN COORDINATES (ANGSTROEM)
I1 -1.29 -0.56 -4.53
I2 0.13 1.72 -1.48
Al1 -0.04 -0.33 0.23
P1 -2.36 0.15 -0.10
C1 -3.05 0.08 -1.78
C2 -3.39 -0.95 0.89
H1 -4.45 -0.74 0.74
H2 -4.00 1.80 0.60
H3 -3.14 -0.81 1.95
H4 -2.38 2.06 1.37
H5 -2.64 -0.83 -2.27
H6 -3.19 -1.99 0.61
C3 -2.91 1.81 0.43
H7 -4.15 0.02 -1.79
H8 -2.64 2.53 -0.35
H9 -2.69 0.97 -2.33
P2 2.30 0.17 -0.06
C4 2.98 0.03 -1.76
C5 3.01 1.78 0.43
H10 3.09 -0.75 2.01
H11 4.36 -0.80 0.76
H12 3.04 -1.99 0.74
C6 3.30 -0.95 0.96
H13 2.55 2.08 1.38
H14 4.10 1.66 0.56
H15 4.06 -0.12 -1.71
H16 2.75 0.95 -2.29
H17 2.80 2.52 -0.35
H18 2.48 -0.80 -2.27
Cl1 -0.05 -0.43 2.36
C7 0.00 -3.67 2.00
C8 -0.29 -3.65 0.54
O1 0.05 -2.37 -0.12
C9 -0.01 -2.75 -1.55
C10 1.05 -3.76 -1.90
H19 1.00 -3.25 2.21
H20 0.03 -4.71 2.26
H21 -0.80 -3.17 2.56
H22 0.35 -4.42 0.07
H23 -1.34 -3.87 0.28
H24 -1.01 -3.15 -1.76
H25 0.10 -1.86 -2.18
H26 0.70 -4.80 -1.90
H27 1.33 -3.50 -2.92
H28 1.94 -3.72 -1.30

Output
ΔE to the lowest compared entry with this formula, charge and spin, kJ/mol: 0.0
Net charge: +2
LUMO level (alpha / beta), eV: -11.591 / -11.506
Strongest force on any atom, eV/A: 2.233
Frontier orbital gap (alpha / beta), Eh: 0.133 / 0.141
HOMO energy (alpha / beta), eV: -15.21 / -15.34

[4]
A molecular structure, C40H62BBrN6O2P2Rb, computed with wB97M-V/def2-TZVPD.

CARTESIAN COORDINATES (ANGSTROEM)
Rb1 -0.19 0.02 -1.31
C1 0.77 2.14 2.26
C2 -0.37 2.87 1.62
C3 -1.09 3.99 2.11
C4 -2.04 4.25 1.15
C5 -3.10 5.32 1.15
N1 -1.88 3.34 0.16
N2 -0.85 2.49 0.45
B1 -2.78 3.18 -1.09
N3 -3.55 1.83 -1.10
N4 -2.92 0.62 -1.06
C6 -3.86 -0.30 -1.05
C7 -3.52 -1.76 -1.04
C8 -5.14 0.30 -1.09
C9 -4.89 1.66 -1.12
C10 -5.88 2.78 -1.16
N5 -1.98 3.40 -2.41
N6 -1.00 2.56 -2.85
C11 -0.60 3.03 -4.02
C12 0.51 2.34 -4.76
C13 -1.31 4.19 -4.36
C14 -2.19 4.39 -3.31
C15 -3.19 5.49 -3.15
H1 0.94 2.51 3.27
H2 0.57 1.07 2.32
H3 1.70 2.27 1.70
H4 -0.94 4.52 3.04
H5 -2.99 5.91 2.06
H6 -3.01 5.98 0.29
H7 -4.11 4.90 1.14
H8 -3.60 4.05 -1.05
H9 -2.51 -1.92 -0.67
H10 -4.21 -2.31 -0.40
H11 -3.59 -2.18 -2.05
H12 -6.10 -0.18 -1.09
H13 -6.89 2.37 -1.18
H14 -5.80 3.44 -0.29
H15 -5.76 3.41 -2.05
H16 0.58 1.30 -4.46
H17 0.34 2.39 -5.84
H18 1.47 2.82 -4.56
H19 -1.21 4.80 -5.25
H20 -3.13 6.16 -4.00
H21 -4.22 5.10 -3.09
H22 -3.02 6.07 -2.24
C16 2.82 -4.01 5.85
C17 2.60 -2.51 5.58
C18 1.75 -1.93 6.71
C19 3.96 -1.82 5.59
C20 1.88 -2.32 4.24
C21 2.47 -1.69 3.15
C22 1.75 -1.56 1.97
Br1 2.58 -0.63 0.51
C23 0.43 -2.03 1.74
O1 -0.15 -1.89 0.61
C24 -0.16 -2.67 2.90
C25 0.58 -2.80 4.06
C26 -1.61 -3.15 2.82
C27 -2.04 -3.93 4.06
C28 -2.53 -1.93 2.69
C29 -1.81 -4.08 1.61
H23 3.35 -4.16 6.80
H24 3.42 -4.45 5.04
H25 1.87 -4.55 5.89
H26 2.26 -2.06 7.68
H27 0.78 -2.41 6.78
H28 1.58 -0.86 6.55
H29 4.42 -1.94 6.58
H30 3.86 -0.74 5.40
H31 4.64 -2.24 4.85
H32 3.46 -1.27 3.20
H33 0.11 -3.28 4.92
H34 -1.99 -3.31 4.97
H35 -1.42 -4.82 4.22
H36 -3.08 -4.25 3.94
H37 -2.47 -1.32 3.61
H38 -3.57 -2.24 2.56
H39 -2.24 -1.30 1.85
H40 -1.18 -4.97 1.70
H41 -1.54 -3.57 0.68
H42 -2.85 -4.40 1.55
C30 0.80 -3.25 -4.78
P1 -0.19 -2.98 -3.29
C31 0.95 -3.26 -1.94
C32 -1.37 -4.34 -3.23
O2 -0.86 -1.65 -3.31
H43 1.33 -4.20 -4.76
H44 1.51 -2.42 -4.83
H45 0.15 -3.19 -5.66
H46 1.31 -4.29 -1.93
H47 0.45 -3.01 -0.98
H48 1.79 -2.57 -2.06
H49 -0.90 -5.30 -3.48
H50 -2.17 -4.11 -3.94
H51 -1.79 -4.39 -2.23
C33 3.70 0.55 -4.73
P2 3.12 0.05 -3.05
C34 4.30 -1.34 -2.75
C35 3.82 1.41 -2.04
C36 5.15 1.50 -1.65
C37 5.58 2.57 -0.87
C38 4.68 3.55 -0.47
C39 3.35 3.46 -0.85
C40 2.92 2.39 -1.63
H52 4.79 0.65 -4.75
H53 3.24 1.51 -4.99
H54 3.38 -0.19 -5.47
H55 5.31 -1.12 -3.11
H56 3.93 -2.23 -3.27
H57 4.33 -1.56 -1.68
H58 5.86 0.74 -1.94
H59 6.62 2.62 -0.56
H60 5.01 4.37 0.16
H61 2.63 4.21 -0.52
H62 1.87 2.31 -1.89

Output
ΔE to the lowest compared entry with this formula, charge and spin, kJ/mol: 52.2
Net charge: -1
LUMO level, eV: 1.904
Strongest force on any atom, eV/A: 0.679
Frontier orbital gap, Eh: 0.226
HOMO energy, eV: -4.24

[5]
A molecular structure, C26H21As2Br4Cl2O10PtS at a distorted geometry, computed with wB97M-V/def2-TZVPD.

CARTESIAN COORDINATES (ANGSTROEM)
Pt1 0.36 2.28 -1.23
Br1 -3.09 7.92 -1.65
C1 -1.61 6.74 -1.78
C2 -0.31 7.13 -1.41
Br2 -0.10 8.98 -0.96
C3 0.78 6.35 -1.36
Br3 2.47 7.08 -1.18
C4 0.63 4.97 -1.66
O1 1.42 4.02 -1.28
C5 -0.64 4.53 -2.28
O2 -0.79 3.26 -2.54
C6 -1.70 5.54 -2.46
Br4 -3.08 5.07 -3.65
Cl1 3.84 1.80 -2.25
C7 3.95 0.48 -1.24
C8 5.04 -0.45 -1.36
C9 5.00 -1.68 -0.73
C10 3.88 -2.03 0.00
C11 2.97 -1.01 0.31
Cl2 2.03 -1.47 1.72
C12 2.88 0.22 -0.29
S1 1.95 1.60 0.24
H1 5.78 -0.09 -2.03
H2 5.76 -2.48 -0.81
H3 3.73 -2.97 0.53
C13 -4.21 1.96 3.35
O3 -3.39 0.88 2.80
C14 -2.52 1.26 1.83
O4 -2.47 2.35 1.29
C15 -1.70 0.11 1.31
C16 -1.31 -0.95 2.14
As1 -2.00 -2.62 1.31
C17 -1.00 -3.99 2.31
C18 -0.90 -2.42 -0.28
C19 -0.33 -1.32 -0.93
As2 -1.11 0.51 -0.52
C20 -2.70 0.87 -1.86
C21 0.43 -1.38 -2.18
O5 1.02 -0.40 -2.67
O6 0.33 -2.60 -2.83
C22 1.16 -2.55 -4.07
C23 -0.67 -3.84 -0.66
O7 -1.61 -4.49 -1.13
O8 0.56 -4.33 -0.38
C24 0.77 -5.69 -0.70
C25 -0.73 -0.79 3.48
O9 -0.01 0.20 3.65
O10 -0.81 -1.84 4.36
C26 -0.11 -1.47 5.64
H4 -3.59 2.76 3.74
H5 -4.79 1.37 4.07
H6 -4.78 2.49 2.59
H7 -1.53 -4.04 3.31
H8 0.09 -3.77 2.34
H9 -1.12 -4.93 1.78
H10 -2.23 0.95 -2.87
H11 -3.06 1.82 -1.48
H12 -3.48 0.07 -1.72
H13 1.26 -3.58 -4.46
H14 2.14 -2.13 -3.87
H15 0.68 -1.94 -4.82
H16 -0.08 -6.13 -1.30
H17 0.74 -6.28 0.25
H18 1.75 -5.64 -1.17
H19 -0.49 -2.16 6.38
H20 -0.30 -0.38 5.84
H21 0.93 -1.71 5.48

Output
ΔE to the lowest compared entry with this formula, charge and spin, kJ/mol: 0.0
Net charge: -1
LUMO level (alpha / beta), eV: 1.679 / 0.115
Strongest force on any atom, eV/A: 3.920
Frontier orbital gap (alpha / beta), Eh: 0.195 / 0.180
HOMO energy (alpha / beta), eV: -3.61 / -4.79
<S²>: 2.0265
2S+1: 3

[6]
A single C20H21N3O4S molecule, computed with wB97M-V/def2-TZVPD.

CARTESIAN COORDINATES (ANGSTROEM)
C1 6.87 2.32 -1.02
C2 6.02 2.51 0.22
O1 4.70 2.01 0.03
C3 4.52 0.69 0.21
O2 5.38 -0.08 0.56
C4 3.13 0.30 -0.04
C5 2.18 1.27 -0.41
N1 1.35 2.03 -0.64
C6 2.75 -1.01 0.14
N2 1.51 -1.45 -0.08
C7 1.01 -2.73 0.12
C8 1.80 -3.88 0.08
C9 1.21 -5.13 0.21
C10 -0.16 -5.25 0.37
C11 -0.95 -4.11 0.44
C12 -0.37 -2.86 0.35
N3 -1.20 -1.71 0.48
S1 -1.74 -1.14 -1.04
O3 -2.58 -2.16 -1.59
O4 -0.58 -0.74 -1.79
C13 -2.67 0.29 -0.55
C14 -2.04 1.51 -0.46
C15 -2.77 2.60 -0.04
C16 -4.12 2.48 0.29
C17 -4.89 3.68 0.74
C18 -4.75 1.23 0.19
C19 -6.20 1.07 0.53
C20 -4.01 0.14 -0.23
H1 7.85 2.77 -0.86
H2 7.01 1.26 -1.22
H3 6.40 2.78 -1.88
H4 5.88 3.57 0.45
H5 6.47 2.00 1.08
H6 3.49 -1.70 0.51
H7 0.87 -0.82 -0.58
H8 2.86 -3.79 -0.10
H9 1.83 -6.01 0.16
H10 -0.61 -6.22 0.44
H11 -2.01 -4.18 0.58
H12 -0.71 -0.94 0.93
H13 -0.99 1.60 -0.72
H14 -2.29 3.57 0.03
H15 -5.73 3.87 0.06
H16 -4.26 4.56 0.76
H17 -5.31 3.52 1.73
H18 -6.38 1.36 1.57
H19 -6.51 0.04 0.40
H20 -6.81 1.71 -0.10
H21 -4.45 -0.84 -0.32

Output
ΔE to the lowest compared entry with this formula, charge and spin, kJ/mol: 216.8
LUMO level, eV: 0.215
Structure (SMILES): CCOC(=O)/C(C#N)=C/Nc1ccccc1NS(=O)(=O)c1ccc(C)c(C)c1
Strongest force on any atom, eV/A: 0.985
Frontier orbital gap, Eh: 0.318
HOMO energy, eV: -8.44

[7]
A molecular structure, C10H20N2O3S at a distorted geometry, computed with wB97M-V/def2-TZVPD.

CARTESIAN COORDINATES (ANGSTROEM)
C1 0.01 1.31 -2.19
C2 -0.22 0.81 -0.59
C3 1.50 1.86 -2.25
C4 2.71 1.02 -1.82
C5 1.55 2.56 -3.72
C6 -0.31 -0.89 1.06
C7 0.55 -0.35 2.21
C8 -0.33 -2.32 1.09
C9 -1.06 -2.87 2.22
C10 -3.41 -1.72 4.03
H1 -1.86 1.48 -2.45
H2 -1.03 2.82 -1.89
H3 -0.12 0.51 -2.92
H4 1.53 2.75 -1.55
H5 3.69 1.68 -1.81
H6 2.54 -0.03 -2.46
H7 2.53 1.09 -0.69
H8 2.06 3.71 -3.47
H9 2.55 1.82 -4.31
H10 0.56 2.52 -4.29
H11 -0.09 -1.01 -1.29
H12 -1.34 -0.53 1.54
H13 -0.63 -2.55 0.08
H14 0.80 -2.44 1.28
H15 -0.56 -2.98 3.26
H16 -1.40 -4.06 2.05
H17 -4.46 -1.30 3.75
H18 -3.58 -2.46 4.80
H19 -2.58 -0.87 4.49
H20 2.16 -0.28 0.99
N1 -1.00 2.01 -2.64
N2 -0.09 -0.49 -0.33
O1 -0.06 1.74 0.38
O2 0.31 0.12 3.32
O3 1.89 -0.25 1.85
S1 -2.82 -2.40 2.27

Output
ΔE to the lowest compared entry with this formula, charge and spin, kJ/mol: 877.2
LUMO level, eV: 0.188
Strongest force on any atom, eV/A: 8.424
Frontier orbital gap, Eh: 0.324
HOMO energy, eV: -8.62

[8]
A single C21H21N5O2S molecule, computed with wB97M-V/def2-TZVPD.

CARTESIAN COORDINATES (ANGSTROEM)
C1 2.53 -1.00 5.06
S1 2.52 -0.74 3.26
C2 2.13 -2.36 2.77
N1 1.92 -3.34 3.59
C3 1.65 -4.42 2.78
C4 1.35 -5.74 3.11
C5 1.12 -6.62 2.08
C6 1.19 -6.22 0.75
C7 1.49 -4.92 0.39
C8 1.72 -4.03 1.43
N2 2.06 -2.69 1.45
C9 2.16 -1.78 0.36
C10 0.88 -0.92 0.26
O1 -0.14 -1.22 0.83
N3 1.06 0.19 -0.49
C11 0.04 1.10 -0.79
C12 -0.92 1.64 0.01
C13 -1.16 1.42 1.46
N4 -1.67 2.53 -0.72
C14 -3.10 2.64 -0.51
N5 -1.22 2.48 -2.03
C15 -1.57 3.46 -2.97
C16 -1.90 4.75 -2.56
C17 -2.24 5.70 -3.51
C18 -2.25 5.38 -4.85
C19 -1.90 4.10 -5.26
C20 -1.57 3.14 -4.32
C21 -0.11 1.64 -2.13
O2 0.57 1.46 -3.12
H1 1.55 -1.38 5.35
H2 2.73 -0.04 5.52
H3 3.30 -1.73 5.30
H4 1.29 -6.04 4.15
H5 0.88 -7.65 2.31
H6 0.99 -6.95 -0.03
H7 1.54 -4.62 -0.64
H8 3.03 -1.12 0.50
H9 2.29 -2.34 -0.57
H10 1.86 0.26 -1.10
H11 -1.70 2.26 1.90
H12 -1.73 0.51 1.62
H13 -0.21 1.30 1.97
H14 -3.29 3.10 0.46
H15 -3.59 1.67 -0.55
H16 -3.53 3.28 -1.28
H17 -1.86 5.01 -1.52
H18 -2.50 6.70 -3.19
H19 -2.51 6.13 -5.59
H20 -1.89 3.85 -6.31
H21 -1.29 2.14 -4.63

Output
ΔE to the lowest compared entry with this formula, charge and spin, kJ/mol: 45.7
LUMO level, eV: 0.508
Structure (SMILES): CSc1nc2ccccc2n1CC(=O)Nc1c(C)n(C)n(-c2ccccc2)c1=O
Strongest force on any atom, eV/A: 0.776
Frontier orbital gap, Eh: 0.310
HOMO energy, eV: -7.92

[9]
2 unconnected molecules or ions with the total composition C2H3FN2O5 at a distorted geometry, computed with wB97M-V/def2-TZVPD.

CARTESIAN COORDINATES (ANGSTROEM)
O1 -0.62 2.27 0.17
N1 -0.38 1.79 -0.99
O2 -0.98 2.06 -2.02
C1 0.65 0.87 -1.08
F1 0.75 0.29 -2.28
N2 1.08 0.10 -0.09
O3 1.61 -0.96 -0.13
O4 1.06 0.69 1.18
H1 0.23 1.25 1.08
C2 -0.80 -2.07 1.10
O5 -1.11 -0.93 0.88
H2 -0.20 -2.65 0.31
H3 -1.29 -2.69 1.88

Output
ΔE to the lowest compared entry with this formula, charge and spin, kJ/mol: 138.1
LUMO level, eV: -1.703
Structure (SMILES): O=[N+]([O-])/C(F)=[N+](/[O-])O.C=O
Strongest force on any atom, eV/A: 3.614
Frontier orbital gap, Eh: 0.317
HOMO energy, eV: -10.33

[10]
A molecular structure, C18H31EuF9I3NO3S at a distorted geometry, computed with wB97M-V/def2-TZVPD.

CARTESIAN COORDINATES (ANGSTROEM)
C1 -0.90 1.21 4.62
C2 -1.87 0.69 3.41
I1 -3.11 -0.88 4.33
C3 -0.91 0.11 2.29
I2 0.01 -1.67 3.23
C4 -1.62 -0.23 0.89
C5 -2.37 1.13 0.42
O1 -2.36 1.33 -1.01
C6 -1.32 2.23 -1.45
C7 -1.05 1.84 -3.00
C8 0.51 1.86 -3.39
O2 1.38 1.32 -2.39
C9 -1.96 3.73 -1.36
C10 -1.22 4.79 -2.31
C11 -1.35 6.30 -1.75
I3 0.09 7.63 -2.75
O3 -2.50 -1.35 1.03
C12 -2.45 -2.26 -0.10
N1 -2.62 -1.62 -1.42
C13 -1.19 -3.28 -0.03
C14 0.04 -2.88 -0.97
C15 1.21 -3.99 -0.95
C16 2.16 -3.88 0.32
C17 3.07 -2.55 0.31
F1 2.36 -1.40 0.74
F2 3.32 -2.31 -1.08
C18 4.51 -2.73 0.96
F3 5.11 -3.96 0.66
F4 5.35 -1.76 0.36
S1 4.63 -2.46 2.81
F5 4.35 -0.83 2.70
F6 3.04 -2.84 3.10
F7 5.03 -4.07 3.03
F8 6.26 -2.16 2.63
F9 4.83 -2.25 4.44
H1 0.20 1.14 4.34
H2 -1.10 2.33 4.83
H3 -1.07 0.66 5.59
H4 -2.48 1.60 3.11
H5 -0.07 0.84 2.11
H6 -0.77 -0.38 0.13
H7 -3.43 1.09 0.84
H8 -1.88 2.04 0.91
H9 -0.39 2.17 -0.81
H10 -1.40 0.76 -3.10
H11 -1.69 2.45 -3.72
H12 0.82 2.90 -3.73
H13 0.61 1.18 -4.32
H14 1.34 0.35 -2.51
H15 -1.92 4.05 -0.27
H16 -3.07 3.72 -1.66
H17 -1.69 4.76 -3.37
H18 -0.11 4.57 -2.38
H19 -2.40 6.71 -1.94
H20 -1.18 6.31 -0.62
H21 -3.36 -2.95 0.02
H22 -1.82 -1.04 -1.70
H23 -2.76 -2.32 -2.15
H24 -0.89 -3.52 1.05
H25 -1.59 -4.28 -0.45
H26 -0.35 -2.89 -2.05
H27 0.48 -1.85 -0.77
H28 0.66 -5.00 -0.85
H29 1.76 -4.05 -1.94
H30 1.48 -3.86 1.24
H31 2.79 -4.83 0.36
Eu1 -3.17 4.57 -4.49

Output
Net charge: +3
LUMO level (alpha / beta), eV: -11.188 / -11.063
Strongest force on any atom, eV/A: 5.344
Frontier orbital gap (alpha / beta), Eh: 0.179 / 0.184
HOMO energy (alpha / beta), eV: -16.06 / -16.06
<S²>: 12.0162
2S+1: 7